Entry 1:
Entry from the OMol25 dataset: C24H31AuFN2O4P2Si as an isolated structure at a distorted geometry (ωB97M-V with the def2-TZVPD basis set).

Summary:
- HOMO energy (eV) = -10.71
- total energy (Eh) = -2551.23468
- frontier orbital gap (Eh) = 0.2181
- total charge = +1
- LUMO (hartree) = -0.1756

CARTESIAN COORDINATES (ANGSTROEM)
Au (-0.1804, -0.5674, -0.3695)
C (-1.7003, -1.1146, 2.7864)
P (-0.0992, -0.9354, 1.9749)
C (1.0223, -0.1023, 3.1009)
C (0.3882, -2.7079, 1.9041)
C (1.2096, -3.2261, 2.9010)
C (1.6249, -4.5522, 2.8736)
C (1.1891, -5.3798, 1.8543)
C (0.3395, -4.8777, 0.8791)
C (-0.0712, -3.5483, 0.8813)
P (-1.1675, -2.9135, -0.4446)
C (-2.8245, -3.5468, -0.0465)
C (-0.6972, -3.9053, -1.8946)
H (-1.5523, -1.8581, 3.5731)
H (-2.4325, -1.5077, 2.0820)
H (-2.0645, -0.1743, 3.1850)
H (0.9384, -0.4979, 4.1154)
H (0.7351, 0.9481, 3.1129)
H (2.0477, -0.2102, 2.7633)
H (1.5628, -2.5944, 3.7061)
H (2.2817, -4.9301, 3.6454)
H (1.4988, -6.4155, 1.8210)
H (-0.0009, -5.5511, 0.1035)
H (-2.8118, -4.6364, 0.0154)
H (-3.5190, -3.2409, -0.8285)
H (-3.1777, -3.1511, 0.9034)
H (-0.8039, -4.9780, -1.7346)
H (0.3298, -3.6919, -2.1824)
H (-1.3480, -3.6291, -2.7254)
F (-5.0464, 3.1449, -3.1719)
C (-3.9527, 3.6343, -2.5886)
C (-3.6667, 3.3922, -1.3101)
N (-2.5389, 3.9117, -0.6995)
C (-2.1472, 3.3924, 0.5991)
C (-1.5140, 2.0065, 0.5468)
O (-1.3490, 1.4619, 1.6580)
O (-1.2218, 1.5091, -0.5714)
C (-1.6197, 4.6520, -1.4033)
O (-0.5826, 5.0600, -0.9190)
N (-1.9747, 4.9307, -2.7081)
C (-3.0732, 4.4582, -3.4206)
O (-3.2478, 4.7204, -4.5840)
H (-4.3116, 2.7905, -0.6854)
H (-3.0189, 3.3573, 1.2508)
H (-1.4384, 4.0873, 1.0456)
H (-1.3244, 5.5059, -3.2246)
C (2.0897, -1.2558, -2.3220)
Si (2.2177, -0.4276, -0.6628)
C (3.3188, -1.2977, 0.5350)
C (2.3407, 1.3862, -0.7867)
C (2.5010, 2.1635, 0.3732)
C (2.5741, 3.5369, 0.3037)
C (2.4783, 4.1671, -0.9339)
C (2.3213, 3.4225, -2.0912)
C (2.2430, 2.0416, -2.0188)
H (3.0499, -1.0553, -2.8111)
H (1.3034, -0.8794, -2.9769)
H (1.9843, -2.3354, -2.2250)
H (4.3126, -1.3403, 0.0766)
H (2.9899, -2.3209, 0.7210)
H (3.4350, -0.7806, 1.4834)
H (2.5771, 1.6806, 1.3417)
H (2.6917, 4.1299, 1.1998)
H (2.5074, 5.2460, -0.9875)
H (2.2570, 3.9188, -3.0502)
H (2.1183, 1.4806, -2.9378)


Entry 2:
Entry from the OMol25 dataset: C24H31CuN4O5SeSi as an isolated structure at a distorted geometry (ωB97M-V with the def2-TZVPD basis set).

Summary:
- HOMO energy (eV) = -0.26
- total energy (Eh) = -5859.71766
- frontier orbital gap (Eh) = 0.1698
- total charge = -2
- LUMO (hartree) = 0.1601

CARTESIAN COORDINATES (ANGSTROEM)
Cu (-0.0425, -2.2501, -0.7206)
C (-1.4726, -1.4748, 0.7671)
Si (-1.2423, 0.0838, 1.7109)
C (0.6168, 0.6284, 1.8531)
N (1.3359, 0.5334, 0.6000)
C (2.6814, 0.0002, 0.6598)
C (3.7582, 1.0531, 0.9859)
C (3.4919, 2.3590, 0.2099)
C (2.4702, 2.1387, -0.9067)
C (1.1509, 1.6648, -0.2948)
C (-1.7206, 0.0776, 3.5734)
C (-0.9505, -0.6985, 4.4493)
C (-1.2441, -0.7962, 5.8004)
C (-2.3371, -0.1199, 6.3269)
C (-3.1373, 0.6312, 5.4765)
C (-2.8347, 0.7179, 4.1247)
C (-2.1626, 1.6147, 1.0300)
C (-2.9356, 1.5277, -0.1282)
C (-3.6221, 2.6253, -0.6312)
C (-3.5526, 3.8498, 0.0202)
C (-2.7775, 3.9651, 1.1669)
C (-2.0926, 2.8613, 1.6562)
H (-2.4570, -1.4916, 0.2829)
H (-1.4794, -2.3122, 1.4744)
H (1.0902, -0.0779, 2.5420)
H (0.7522, 1.6381, 2.2916)
H (2.9106, -0.4726, -0.2887)
H (2.6961, -0.7959, 1.4041)
H (4.7324, 0.6324, 0.7200)
H (3.7713, 1.2563, 2.0613)
H (4.4243, 2.7635, -0.1963)
H (3.0799, 3.1152, 0.8872)
H (2.8388, 1.3945, -1.6167)
H (2.2990, 3.0709, -1.4530)
H (0.4433, 1.3990, -1.0886)
H (0.7172, 2.5099, 0.2650)
H (-0.1027, -1.2448, 4.0492)
H (-0.6207, -1.4033, 6.4481)
H (-2.5685, -0.1886, 7.3839)
H (-4.0037, 1.1500, 5.8744)
H (-3.4792, 1.3033, 3.4771)
H (-2.9978, 0.5735, -0.6412)
H (-4.2182, 2.5298, -1.5325)
H (-4.0996, 4.7055, -0.3601)
H (-2.7109, 4.9196, 1.6788)
H (-1.4927, 2.9675, 2.5551)
C (3.4147, -2.6073, -5.2366)
N (2.2152, -2.0373, -4.6636)
C (1.3062, -1.3951, -5.4276)
C (0.1918, -0.8818, -4.8600)
C (0.0106, -1.0731, -3.4618)
N (0.9327, -1.6395, -2.6992)
C (2.0983, -2.0760, -3.2393)
O (3.0732, -2.4678, -2.6252)
N (-1.1062, -0.5959, -2.8594)
H (3.3890, -2.4795, -6.3184)
H (3.4740, -3.6669, -4.9878)
H (4.3029, -2.1270, -4.8245)
H (1.5123, -1.3244, -6.4869)
H (-0.5456, -0.3549, -5.4478)
H (-1.9081, -0.5415, -3.4671)
H (-1.2843, -1.0744, -1.9618)
O (-1.3940, -3.2295, -1.8917)
Se (-0.8093, -4.5480, -1.0707)
O (-0.6547, -5.8149, -2.0729)
O (0.6761, -4.0631, -0.4934)
O (-1.8003, -4.9368, 0.1481)